No. 1
{"formula": "C4H10N2O", "method": "ωB97M-V/def2-TZVPD", "elements": ["C", "N", "C", "N", "C", "C", "O", "H", "H", "H", "H", "H", "H", "H", "H", "H", "H"], "xyz": [[1.0465, -1.5411, 0.6908], [0.6872, -0.1385, 0.8481], [-0.5764, 0.2669, 0.3405], [-1.7936, 0.2412, 1.1018], [-0.5689, 0.7892, -0.8918], [0.9890, 0.8008, -1.5616], [-1.7202, 1.2136, -1.4762], [0.9485, -1.8147, -0.3560], [2.0828, -1.6800, 1.0012], [0.4137, -2.2148, 1.2824], [0.8255, 0.1724, 1.8049], [-1.9053, -0.6335, 1.6045], [-1.8515, 0.9948, 1.7781], [1.8799, 0.7718, -0.9429], [0.9847, -0.0043, -2.2880], [0.9962, 1.7482, -2.0911], [-2.4381, 1.0278, -0.8447]], "atomic_forces_ev_per_a": [[-0.207, 0.104, 0.318], [-0.206, -0.285, 1.088], [0.345, 0.501, -0.222], [0.041, -0.261, 0.016], [2.824, -0.778, 1.063], [-3.654, 1.158, -0.908], [0.826, 0.153, -0.871], [0.058, -0.038, -0.097], [-0.004, -0.070, -0.045], [0.035, -0.156, -0.044], [-0.049, -0.111, -0.115], [-0.061, 0.088, -0.089], [0.086, -0.001, -0.018], [-0.782, -0.203, 0.555], [0.226, -0.066, -0.187], [0.216, 0.069, -0.497], [0.306, -0.102, 0.055]], "e_tot_ha": -343.0994, "homo_lumo_gap_ev": 8.63, "homo_energy_ev": -7.77, "lumo_ev": 0.856, "smiles": "CN/C(N)=C(\\C)O", "de_lowest_kj_mol": 267.9}

No. 2
{"formula": "C6H12O", "method": "ωB97M-V/def2-TZVPD", "elements": ["C", "C", "C", "C", "C", "C", "O", "H", "H", "H", "H", "H", "H", "H", "H", "H", "H", "H", "H"], "xyz": [[-2.7717, 0.2842, -0.1421], [-1.3605, 0.6071, 0.3325], [-0.3974, -0.5635, 0.1293], [0.9691, -0.2245, 0.6644], [2.2167, -1.0139, 0.3502], [2.0184, 0.3307, -0.2616], [1.8153, 0.2785, -1.6512], [-2.7701, 0.0201, -1.2059], [-3.1751, -0.5720, 0.4116], [-3.4552, 1.1284, -0.0029], [-1.3804, 0.8820, 1.3971], [-0.9698, 1.4841, -0.2019], [-0.3109, -0.7819, -0.9417], [-0.8080, -1.4634, 0.6065], [0.9619, 0.2281, 1.6576], [2.1125, -1.8254, -0.3659], [2.9631, -1.1762, 1.1230], [2.5627, 1.2011, 0.0950], [1.7794, 1.1765, -1.9942]], "atomic_forces_ev_per_a": [[-0.076, -0.026, -0.042], [0.017, 0.037, 0.013], [-0.025, -0.056, -0.046], [-0.141, 0.065, 0.076], [0.087, -0.130, 0.021], [0.143, 0.045, 0.246], [-0.019, 0.238, -0.058], [-0.031, 0.039, 0.135], [0.028, 0.123, -0.091], [0.100, -0.119, -0.022], [0.006, -0.060, -0.160], [-0.071, -0.110, 0.062], [-0.047, -0.022, 0.120], [0.102, 0.106, 0.011], [-0.002, -0.037, -0.193], [0.003, 0.080, 0.128], [-0.145, 0.079, -0.129], [0.197, -0.205, -0.115], [-0.125, -0.047, 0.042]], "e_tot_ha": -311.0136, "homo_lumo_gap_ev": 10.24, "homo_energy_ev": -9.34, "lumo_ev": 0.899, "smiles": "CCC[C@H]1C[C@H]1O", "de_lowest_kj_mol": 120.0}

No. 3
{"formula": "C6H9N4O3P", "method": "ωB97M-V/def2-TZVPD", "elements": ["N", "P", "N", "O", "O", "N", "O", "N", "C", "C", "C", "C", "C", "C", "H", "H", "H", "H", "H", "H", "H", "H", "H"], "xyz": [[-3.3982, -1.7734, 0.1666], [-3.0562, -0.2224, -0.2276], [-4.5424, 0.5267, 0.2060], [-2.5653, -0.1597, -1.5874], [-2.1025, 0.4216, 0.9383], [-0.8575, 0.8550, 0.5075], [-0.7162, 2.0147, 0.1545], [0.0099, -0.0511, 0.5723], [1.3086, -0.0177, 0.0866], [1.8463, 1.0251, -0.7290], [3.2551, 1.0353, -0.9696], [4.1024, 0.0775, -0.3626], [3.5320, -0.8562, 0.3946], [2.1774, -0.9805, 0.5315], [-3.0658, -2.2194, 1.0713], [-2.9059, -2.1769, -0.6603], [-4.4384, 0.5671, 1.2477], [-4.4841, 1.4031, -0.3025], [1.3198, 1.9081, -1.1160], [3.7699, 1.7806, -1.6587], [5.1629, 0.2648, -0.2388], [4.0005, -1.7321, 0.8782], [1.6477, -1.6901, 1.0973]], "atomic_forces_ev_per_a": [[1.827, -1.845, 0.625], [-2.895, 0.059, 1.098], [2.156, -0.840, -0.096], [0.416, 0.763, -0.844], [0.221, 0.664, 0.485], [3.374, -0.286, -0.885], [-0.972, -0.086, 0.176], [-1.953, -1.554, 0.394], [0.552, 3.577, -1.377], [1.839, 0.410, -0.284], [-0.034, 0.052, -0.543], [0.354, 2.818, -0.532], [-0.755, -4.083, 1.553], [-1.460, 0.877, 0.031], [-0.521, 0.939, -1.696], [-0.557, -0.718, 1.062], [-0.722, 0.796, -1.209], [-0.489, 0.652, 0.792], [-0.211, -0.862, 0.304], [-1.146, -0.747, 1.139], [0.098, -0.218, -0.785], [0.727, 0.987, -0.278], [0.151, -1.356, 0.871]], "e_tot_ha": -1020.0593, "homo_lumo_gap_ev": 8.74, "homo_energy_ev": -9.03, "lumo_ev": -0.292, "smiles": "NP(N)(=O)O/[N+]([O-])=N/c1ccccc1", "de_lowest_kj_mol": 33.7}

No. 4
{"formula": "C4H5NO", "method": "ωB97M-V/def2-TZVPD", "elements": ["N", "C", "O", "C", "C", "C", "H", "H", "H", "H", "H"], "xyz": [[-1.3643, -0.1970, 0.5893], [-1.4581, 0.8693, -0.1342], [-0.6714, 1.0059, -1.1064], [0.2913, -0.8001, -0.6494], [1.4164, -0.2864, 0.0578], [2.3957, 0.0991, 0.6461], [-1.9656, -0.3046, 1.4024], [-2.1948, 1.6581, 0.0674], [0.3494, -0.7309, -1.7290], [-0.0591, -1.7651, -0.3086], [3.2605, 0.4517, 1.1646]], "atomic_forces_ev_per_a": [[-0.052, 0.213, -0.102], [0.042, -0.042, -0.024], [-0.131, -0.061, 0.204], [0.186, -0.139, -0.014], [0.351, 0.096, 0.215], [-0.409, -0.105, -0.225], [0.072, 0.010, -0.110], [0.080, -0.093, 0.014], [-0.027, 0.033, 0.153], [0.046, 0.162, -0.007], [-0.157, -0.074, -0.104]], "e_tot_ha": -285.2375, "homo_lumo_gap_ev": 9.15, "homo_energy_ev": -9.54, "lumo_ev": -0.393, "de_lowest_kj_mol": 464.8}

No. 5
{"formula": "C6H9NO", "method": "ωB97M-V/def2-TZVPD", "elements": ["C", "C", "N", "C", "C", "C", "C", "H", "H", "H", "H", "H", "H", "H", "H", "H", "O"], "xyz": [[-0.5619, -2.1113, 2.4393], [0.3693, -1.3289, 1.7626], [0.5347, -0.6803, 0.6435], [-0.5536, -0.7757, -0.3091], [-0.6290, -0.1435, -1.4454], [-0.3221, 0.5793, -2.6134], [-0.2709, 1.9898, -2.8369], [-1.2445, -2.8793, 2.1488], [1.2380, -1.1482, 2.4701], [0.6783, 1.0497, 0.9649], [-1.3923, -1.4164, -0.0141], [-0.0472, 0.0484, -3.4682], [0.3928, 2.2806, -3.5956], [-0.5303, 2.6816, -2.0353], [1.8265, 2.1050, 1.6678], [-0.2238, -2.2828, 3.4771], [0.9211, 1.8832, 1.4872]], "atomic_forces_ev_per_a": [[1.423, 0.000, 0.795], [0.441, -0.921, 3.078], [-1.440, 0.534, -3.384], [0.898, -0.476, 1.789], [0.657, 1.660, -2.423], [-0.798, 1.314, 2.473], [-0.734, -2.048, 2.137], [-0.750, 0.153, -0.869], [-0.826, 0.312, -0.746], [1.562, 0.217, 0.793], [-0.086, 0.196, 0.064], [0.700, -1.266, -1.187], [0.369, 0.663, -1.192], [0.100, -0.117, -0.265], [0.456, -0.804, -0.491], [-0.233, -0.078, -0.501], [-1.739, 0.662, -0.072]], "spin_multiplicity": 2, "e_tot_ha": -363.8745, "homo_lumo_gap_ev": [6.68, 5.89], "total_charge": -1, "homo_energy_ev": [-2.67, -2.58], "lumo_ev": [4.011, 3.303], "de_lowest_kj_mol": 227.2}

No. 6
{"formula": "C19H33F6N3O13S2V", "method": "ωB97M-V/def2-TZVPD", "elements": ["V", "C", "F", "F", "F", "S", "O", "O", "O", "C", "F", "F", "F", "S", "O", "O", "O", "C", "C", "O", "N", "C", "H", "H", "H", "H", "H", "H", "H", "C", "C", "O", "N", "C", "H", "H", "H", "H", "H", "H", "H", "C", "C", "O", "N", "C", "H", "H", "H", "H", "H", "H", "H", "O", "C", "O", "C", "C", "C", "H", "H", "H", "H", "H", "H", "O", "C", "O", "C", "C", "C", "H", "H", "H", "H", "H", "H"], "xyz": [[-1.3748, -9.1615, 17.1912], [-2.8653, -12.9992, 15.0649], [-2.8661, -14.2955, 15.1074], [-1.7145, -12.6325, 14.6596], [-3.9064, -12.5480, 14.3229], [-3.2781, -12.1537, 16.8412], [-4.7136, -11.9670, 16.7785], [-2.6986, -13.0711, 17.8732], [-2.6407, -10.8452, 16.9168], [0.0002, -4.9379, 16.7753], [0.1308, -3.6143, 16.7372], [0.0697, -5.4371, 15.5522], [1.0799, -5.3492, 17.3845], [-1.6121, -5.4706, 17.6195], [-1.4179, -4.9249, 18.9458], [-2.6678, -4.9003, 16.7428], [-1.6453, -6.9597, 17.4929], [-2.3076, -10.6290, 21.4558], [-2.6739, -9.4399, 20.5814], [-2.2422, -9.4373, 19.3899], [-3.3123, -8.4717, 21.1075], [-3.8712, -7.2619, 20.4292], [-1.6302, -10.2961, 22.2421], [-1.9910, -11.4544, 20.8182], [-3.1442, -11.0838, 21.9862], [-3.9137, -8.6912, 21.8887], [-3.4009, -6.4163, 20.9310], [-4.8853, -7.1124, 20.7999], [-3.8323, -7.3155, 19.3413], [0.7283, -7.4406, 20.6081], [1.1405, -8.1868, 19.3042], [0.3420, -8.6774, 18.4661], [2.4412, -8.3651, 19.1641], [3.0744, -9.1654, 18.1525], [0.5945, -6.3834, 20.3787], [1.4240, -7.4303, 21.4471], [-0.2528, -7.7732, 20.9470], [3.0838, -8.0161, 19.8608], [4.0564, -9.5266, 18.4581], [3.1536, -8.8041, 17.1272], [2.5514, -10.1073, 17.9872], [-2.3389, -6.8295, 13.5072], [-2.9787, -8.0456, 14.2226], [-2.5175, -8.5799, 15.2232], [-4.2419, -8.2837, 13.8109], [-5.1007, -9.4963, 14.0369], [-2.3695, -6.0992, 14.3158], [-2.9391, -6.3919, 12.7094], [-1.3392, -7.0660, 13.1427], [-4.6482, -7.5642, 13.2300], [-4.6277, -10.0832, 14.8243], [-5.1196, -10.1322, 13.1518], [-6.1024, -9.2272, 14.3720], [0.1204, -11.0666, 17.3466], [0.4792, -12.2100, 17.0737], [0.9487, -12.4736, 15.8000], [1.2609, -13.7979, 15.6036], [0.3285, -14.4650, 16.6353], [0.5026, -13.5149, 17.7695], [2.2695, -14.1601, 15.8026], [1.0887, -14.0607, 14.5599], [0.7432, -15.4419, 16.8837], [-0.6923, -14.4741, 16.2532], [1.4668, -13.5601, 18.2758], [-0.3609, -13.5032, 18.4346], [0.0850, -9.1069, 15.5377], [0.9493, -8.8389, 14.7359], [1.0516, -7.6845, 14.0994], [1.9558, -7.6425, 13.0100], [2.1629, -9.1128, 12.8296], [1.9368, -9.8120, 14.1936], [2.8673, -7.1564, 13.3578], [1.5846, -7.2351, 12.0696], [3.1778, -9.2755, 12.4668], [1.4267, -9.5157, 12.1340], [2.8563, -9.9125, 14.7702], [1.3503, -10.7306, 14.1771]], "atomic_forces_ev_per_a": [[0.140, 1.351, 0.671], [-3.087, 1.991, 3.493], [-0.522, -1.614, 0.006], [2.141, 1.297, -1.610], [1.144, -0.490, -0.688], [-0.055, -1.609, 1.685], [0.539, -0.897, 0.034], [-1.006, 1.056, -2.157], [0.785, 0.035, -0.951], [-1.021, -0.016, 0.045], [-0.673, 0.542, -0.335], [-0.374, 0.039, -0.925], [1.264, -1.148, 1.441], [-1.323, -0.433, -2.186], [-0.313, -0.524, -0.366], [1.842, -0.436, 1.676], [0.577, 1.365, 0.544], [-0.800, -0.224, 0.024], [2.991, -3.201, -3.946], [-0.708, 0.322, 1.536], [-3.477, 3.212, 1.339], [0.276, -0.184, 1.160], [0.421, -0.270, -0.276], [0.681, 0.399, 0.055], [-0.455, 0.439, 0.087], [0.612, -0.260, 0.321], [0.615, 0.246, -0.963], [-0.340, -0.581, -0.428], [0.319, 0.172, 0.298], [-0.507, 0.285, -0.974], [-2.437, -0.791, 0.033], [1.527, 1.144, 1.580], [2.057, 0.092, -0.126], [-0.014, -1.752, -0.832], [-0.137, 0.089, -0.356], [0.288, -0.587, -0.272], [0.112, -0.215, -0.151], [-0.489, 0.160, 0.005], [0.120, 0.606, 0.268], [-0.057, 0.931, 0.228], [-0.576, 0.028, 0.311], [-0.462, -0.571, 0.936], [-0.918, 1.017, 0.473], [0.429, -0.404, -0.654], [-1.430, -0.875, -0.812], [1.387, 0.646, 0.682], [0.756, 0.277, -0.016], [-0.066, -0.444, -0.132], [-0.020, 0.207, 0.342], [0.223, -0.355, -0.199], [-0.116, 0.094, 0.095], [-0.145, 0.253, -0.128], [0.121, 0.113, -0.168], [1.081, -3.339, 0.021], [-0.434, 2.596, -1.362], [0.604, 2.756, 0.050], [-1.032, -2.340, 0.026], [1.311, -1.079, -0.946], [-1.352, 0.898, 1.255], [0.555, 0.874, 0.301], [-0.384, 0.081, 0.027], [-0.613, -0.246, -0.058], [0.063, -0.271, 0.340], [-0.018, -0.395, 0.219], [0.320, -0.199, 0.415], [0.580, 0.930, -0.219], [-0.371, -0.692, 0.699], [-1.920, 2.366, 0.598], [0.647, -1.436, 0.848], [1.451, -1.976, -0.698], [-0.310, 0.667, -0.978], [-0.073, 0.315, -0.232], [-0.438, 0.567, 0.592], [-0.148, -0.384, -0.364], [0.177, 0.043, -0.215], [-0.216, 0.008, 0.198], [0.681, -0.271, -0.235]], "spin_multiplicity": 4, "e_tot_ha": -4225.8444, "homo_lumo_gap_ev": [7.26, 9.38], "homo_energy_ev": [-7.03, -9.14], "lumo_ev": [0.238, 0.238]}

No. 7
{"formula": "C3H11NO3", "method": "ωB97M-V/def2-TZVPD", "elements": ["C", "N", "C", "C", "O", "H", "H", "H", "H", "H", "H", "H", "O", "H", "H", "O", "H", "H"], "xyz": [[1.7875, -0.7564, 1.5760], [1.8851, -1.2456, 0.2315], [2.0512, -0.5382, -0.9639], [0.8781, 0.2639, -1.4682], [3.0037, -0.7617, -1.6687], [2.6319, -0.1504, 1.8976], [1.6431, -1.6186, 2.2242], [0.8859, -0.1829, 1.7427], [2.2039, -2.1897, 0.1107], [0.1781, 0.0608, -2.2639], [0.3132, 0.6252, -0.6074], [1.3212, 1.2118, -1.8067], [-2.5007, 1.7321, 1.0681], [-3.0323, 2.4312, 0.6709], [-1.5886, 2.0242, 0.9661], [-3.7472, -0.5258, -0.8647], [-3.3073, -0.2824, -0.0387], [-4.6068, -0.0972, -0.8055]], "atomic_forces_ev_per_a": [[-0.636, -0.083, 0.171], [-0.283, -0.291, -0.496], [-0.847, -1.427, -0.922], [0.618, 3.153, 1.408], [0.284, 0.050, -0.204], [0.241, -0.111, 0.073], [0.373, 0.016, 0.124], [-0.351, 0.448, -0.158], [0.676, 0.053, 0.265], [0.218, -1.356, -0.126], [-0.426, -0.374, 0.084], [0.110, -0.087, -0.215], [-0.023, 0.011, -0.009], [0.076, -0.065, 0.020], [-0.066, -0.014, -0.010], [-0.001, 0.038, 0.170], [0.020, 0.096, -0.139], [0.016, -0.057, -0.036]], "e_tot_ha": -401.3495, "homo_lumo_gap_ev": 9.67, "homo_energy_ev": -9.31, "lumo_ev": 0.357, "smiles": "CNC(C)=O.O.O", "de_lowest_kj_mol": 166.9}

No. 8
{"formula": "C8H18F2OP", "method": "ωB97M-V/def2-TZVPD", "elements": ["C", "C", "C", "C", "C", "C", "C", "C", "O", "F", "F", "P", "H", "H", "H", "H", "H", "H", "H", "H", "H", "H", "H", "H", "H", "H", "H", "H", "H", "H"], "xyz": [[0.8288, 2.8263, 0.6810], [-0.3712, 1.6171, 2.5864], [1.9590, 1.0001, 2.0714], [-2.2782, -1.3921, -1.0496], [-0.5374, -1.6417, -2.9117], [-0.0496, -2.7305, -0.6269], [0.6620, 1.4661, 1.4512], [-0.8122, -1.6330, -1.4153], [0.0410, 0.3963, 0.6183], [1.9183, -0.1663, -1.3985], [-0.2501, 1.1554, -1.7376], [0.1395, -0.0507, -0.8603], [1.8067, 2.7825, 0.2399], [0.0780, 3.0299, -0.1552], [0.6226, 3.7298, 1.3262], [-1.1820, 2.2545, 2.1903], [0.2700, 2.0733, 3.3590], [-0.8287, 0.6249, 2.8136], [1.8858, 0.0324, 2.4798], [2.7812, 0.8944, 1.4881], [2.2945, 1.6163, 2.9870], [-2.4188, -1.0931, -0.0905], [-2.8058, -2.3145, -1.1054], [-2.8503, -0.4946, -1.6005], [-1.0791, -2.3915, -3.5740], [0.5649, -1.8029, -3.2384], [-0.8529, -0.5717, -3.3514], [0.9983, -2.8096, -0.8353], [-0.1763, -2.6079, 0.4746], [-0.3579, -3.7988, -0.8159]], "atomic_forces_ev_per_a": [[-1.661, -0.118, -0.491], [0.058, -0.219, -1.189], [-0.882, 0.923, 2.561], [-0.540, 1.859, -2.831], [0.708, 1.680, -3.166], [-1.198, -1.320, 1.135], [-0.468, 2.172, 1.299], [1.351, 0.330, 0.223], [0.414, -1.461, -2.335], [-5.127, 0.200, 1.747], [0.063, -0.439, 0.115], [4.111, 0.446, -0.727], [0.516, 0.671, -0.188], [0.805, -0.809, 1.040], [0.835, -1.226, -0.244], [0.326, -0.037, 0.686], [-1.270, -0.157, 0.227], [0.678, 0.800, 0.393], [-0.741, -1.403, 0.690], [2.355, 0.298, -2.437], [-0.827, -0.469, -1.654], [0.076, 0.692, 3.311], [-0.539, -0.735, -0.628], [1.515, -2.306, 0.430], [0.166, 0.726, 1.481], [-1.672, 0.386, 1.050], [0.634, -2.433, 0.741], [0.698, 0.643, -0.307], [0.070, 0.058, -0.726], [-0.453, 1.248, -0.205]], "e_tot_ha": -931.6989, "homo_lumo_gap_ev": 11.51, "total_charge": 1, "homo_energy_ev": -15.39, "lumo_ev": -3.887}